1.
This record from the Open Molecules 2025 dataset describes a molecular structure, C24H48Cl16O32S8. The level of theory is wB97M-V/def2-TZVPD.

For the frontier orbital gap, the calculation gives 10.952 eV. As for the LUMO energy: -0.030 eV.

Each line ends with the Löwdin charge.
Positions of all 128 atoms, in Å:
C: 2.16391 4.38409 3.31901  -0.177
C: 1.48689 3.12789 3.75857  -0.184
O: 2.42266 2.13300 3.42191  -0.206
S: 3.29516 2.46728 2.09018  0.685
O: 2.47052 2.23399 0.96046  -0.231
O: 4.66426 1.94357 2.08959  -0.214
O: 3.27055 4.03418 2.52956  -0.176
H: 2.58082 4.97577 4.13400  0.139
H: 1.49558 5.02059 2.73910  0.125
H: 0.58463 2.96418 3.16931  0.082
H: 1.15609 3.22428 4.79268  0.147
C: -2.83692 4.84630 1.00764  -0.168
C: -2.55562 6.15515 1.71226  -0.172
O: -1.25858 6.59429 1.37886  -0.207
S: -0.68512 5.93438 0.02212  0.752
O: 0.74888 5.62505 0.03234  -0.257
O: -1.18106 6.73746 -1.11456  -0.243
O: -1.61136 4.51890 0.32551  -0.243
H: -3.56658 4.95376 0.20506  0.109
H: -3.13007 3.99737 1.62529  0.100
H: -2.73688 6.13503 2.78690  0.134
H: -3.22660 6.93430 1.35060  0.133
C: -2.05929 -3.74370 2.86346  -0.165
C: -2.80194 -4.90512 2.15641  -0.171
O: -4.08729 -4.79309 2.75544  -0.244
S: -3.97593 -4.57256 4.38765  0.749
O: -3.61588 -5.89446 4.91647  -0.248
O: -5.09465 -3.88325 5.03014  -0.252
O: -2.62826 -3.60389 4.16523  -0.213
H: -2.28792 -2.85367 2.27722  0.106
H: -0.98965 -3.89280 3.01087  0.118
H: -2.49114 -5.91407 2.42755  0.134
H: -2.88570 -4.72547 1.08458  0.070
C: -5.42043 1.84947 1.27645  -0.187
C: -5.82883 1.09703 -0.02724  -0.231
O: -6.49733 1.95710 -0.83501  -0.185
S: -6.32958 3.54147 -0.44836  0.758
O: -7.64998 4.09371 -0.10741  -0.250
O: -5.52773 4.31939 -1.38969  -0.242
O: -5.38285 3.22386 0.90272  -0.228
H: -4.43524 1.50184 1.58737  0.073
H: -6.12562 1.74631 2.10117  0.104
H: -6.31455 0.13284 0.12277  0.101
H: -5.01542 0.85719 -0.71204  0.120
C: 6.46704 1.00020 -0.30413  -0.196
C: 7.08453 2.33327 0.20554  -0.192
O: 7.43710 2.11569 1.51460  -0.212
S: 7.72487 0.58241 1.89137  0.681
O: 7.04277 0.32304 3.15989  -0.249
O: 9.12566 0.28395 1.80274  -0.222
O: 6.94109 0.00210 0.58181  -0.202
H: 6.75081 0.84310 -1.34475  0.130
H: 5.38138 1.02467 -0.21004  0.053
H: 6.42459 3.20075 0.19816  0.129
H: 8.06689 2.59549 -0.18730  0.134
C: 1.46747 -4.58344 -0.86769  -0.164
C: 0.18375 -4.28279 -0.02315  -0.228
O: -0.61362 -5.39855 -0.14446  -0.221
S: 0.38748 -6.70404 -0.11186  0.670
O: -0.14049 -7.76403 -0.88431  -0.209
O: 0.72562 -6.96034 1.27469  -0.231
O: 1.63119 -5.99531 -0.89850  -0.170
H: 2.36928 -4.00843 -0.65744  0.102
H: 1.32004 -4.24086 -1.89190  0.096
H: -0.39825 -3.50814 -0.52243  0.080
H: 0.45560 -3.98785 0.99036  0.080
C: -2.95683 0.67080 -3.83648  -0.187
C: -2.05446 1.23935 -4.94032  -0.157
O: -1.41866 2.43577 -4.43774  -0.245
S: -2.48669 3.16064 -3.37486  0.712
O: -3.51615 3.92990 -4.03467  -0.219
O: -1.76910 3.81143 -2.28954  -0.252
O: -3.08589 1.69502 -2.84482  -0.210
H: -2.58235 -0.28299 -3.46479  0.085
H: -3.90089 0.26377 -4.19867  0.128
H: -2.63231 1.65040 -5.76810  0.127
H: -1.28402 0.56019 -5.30539  0.124
C: 3.85375 -1.25627 3.80502  -0.165
C: 3.93882 -1.17467 2.28612  -0.208
O: 3.40224 -2.37195 1.79095  -0.224
S: 2.20943 -2.90745 2.82346  0.744
O: 2.13204 -4.37158 2.69933  -0.225
O: 0.97678 -2.14457 2.62380  -0.268
O: 3.07484 -2.39686 4.11879  -0.163
H: 3.64186 -0.29591 4.27503  0.127
H: 4.87043 -1.33385 4.19030  0.129
H: 4.90851 -1.11902 1.79145  0.125
H: 3.27315 -0.39568 1.91445  0.096
C: 3.80445 -1.20259 -3.06539  -0.978
Cl: 3.45342 -1.21141 -1.33449  0.548
Cl: 3.61168 -2.91905 -3.62342  0.507
H: 3.20117 -0.45597 -3.58184  -0.029
H: 4.85744 -0.96185 -3.21150  0.027
C: -5.94516 -0.79056 4.03694  -0.933
Cl: -5.53387 -1.37971 2.39397  0.558
Cl: -4.92582 0.56956 4.55724  0.517
H: -6.98365 -0.47112 4.12412  0.039
H: -5.70001 -1.61102 4.71137  -0.005
C: 3.65349 -0.15798 -7.95261  -0.960
Cl: 4.89067 -1.41515 -8.05746  0.508
Cl: 3.33318 0.25164 -6.20774  0.474
H: 3.96458 0.79441 -8.38187  0.028
H: 2.73360 -0.56681 -8.37065  0.025
C: -0.09249 0.00417 -0.95996  -0.991
Cl: 0.23206 -0.82587 -2.46008  0.533
Cl: -1.38971 -0.84354 -0.13977  0.546
H: 0.82310 0.00215 -0.36853  0.013
H: -0.47117 0.99555 -1.20871  0.030
C: -0.99549 0.32648 3.77804  -0.942
Cl: -1.69357 0.59553 5.40293  0.496
Cl: -1.68890 1.52071 2.61480  0.518
H: 0.09143 0.40825 3.78073  0.017
H: -1.26318 -0.67132 3.43043  0.007
C: -3.97676 -3.31797 -2.39935  -1.004
Cl: -4.44925 -3.60114 -0.75698  0.565
Cl: -2.59235 -4.39507 -2.65889  0.536
H: -4.75840 -3.59393 -3.10716  0.040
H: -3.65656 -2.27607 -2.40040  0.000
C: 2.59353 3.63467 -2.15658  -0.999
Cl: 3.97199 2.52389 -2.07873  0.555
Cl: 1.60029 3.32787 -3.58623  0.566
H: 2.04024 3.47011 -1.23198  -0.001
H: 2.97217 4.65503 -2.09667  0.042
C: 0.86692 -4.20643 -5.72789  -1.043
Cl: 0.27689 -2.61124 -5.43742  0.514
Cl: -0.37179 -5.47688 -6.13259  0.474
H: 1.56409 -4.28596 -6.56199  0.028
H: 1.41594 -4.54826 -4.85049  -0.004

2.
This record from the Open Molecules 2025 dataset describes C3H4N2OS in the gas phase. The level of theory is wB97M-V/def2-TZVPD.

The calculation puts the relative energy (zero: lowest compared OMol25 entry of this formula, charge and spin) at 42.3 kcal/mol. For the frontier orbital gap, the calculation gives 7.749 eV. As for the LUMO energy: 0.172 eV.

Each line ends with the Löwdin charge.
Positions of all 11 atoms, in Å:
C: -0.88642 -0.23292 0.05471  -0.431
C: -0.64989 1.07496 0.03594  -0.047
C: 1.27775 -0.12809 0.01341  -0.914
H: -2.14223 -1.73435 -0.23816  0.185
H: -1.38286 1.83951 -0.27321  0.137
H: 1.41849 2.01299 0.11307  0.157
H: 0.52658 -1.98100 0.52277  0.272
N: 0.75549 1.21297 -0.03713  0.037
N: 0.27980 -0.97208 -0.07698  0.080
O: -2.14419 -0.69398 -0.06155  0.039
S: 2.94748 -0.39800 -0.05287  0.485

Max |F| in eV/Å, matching the order above: 4.61; 6.35